14 unconnected molecules or ions with the total composition C47H94O19 in a non-equilibrium geometry. Source: the OMol25 dataset; level of theory: ωB97M-V/def2-TZVPD.

Last column: Löwdin charge in e.
Geometry (Å):
C  -3.060  3.796  -0.497  -0.0291
C  -2.690  4.386  0.765  -0.4993
O  -2.114  3.706  1.569  0.0398
C  -2.908  5.901  1.105  -0.0010
H  -2.345  4.082  -1.288  0.0838
H  -4.015  4.186  -0.798  0.0797
H  -3.200  2.706  -0.451  0.0971
H  -2.483  6.608  0.396  0.0749
H  -2.475  6.164  2.077  0.0684
H  -4.003  6.019  1.251  0.0866
C  2.341  0.679  -5.340  -0.0186
C  3.341  1.653  -4.802  -0.5012
O  2.972  2.682  -4.263  0.0435
C  4.786  1.358  -4.960  -0.0258
H  2.394  0.514  -6.460  0.1113
H  1.316  0.832  -5.053  0.0666
H  2.624  -0.322  -4.971  0.0792
H  5.426  2.304  -4.880  0.1135
H  5.090  0.784  -5.856  0.0914
H  5.128  0.817  -4.073  0.0589
C  0.057  -3.899  -0.063  -0.0182
C  0.253  -5.398  0.077  -0.4969
O  1.175  -5.898  0.645  0.0757
C  -0.868  -6.272  -0.465  -0.0218
H  -0.114  -3.626  -1.097  0.0645
H  0.953  -3.388  0.376  0.0781
H  -0.833  -3.593  0.481  0.0851
H  -0.900  -7.328  -0.030  0.1046
H  -0.741  -6.368  -1.540  0.0701
H  -1.846  -5.853  -0.211  0.0720
C  -4.747  3.315  4.444  -0.0173
C  -4.716  2.431  3.270  -0.5818
O  -5.483  2.528  2.382  0.0895
C  -3.679  1.346  3.288  -0.0075
H  -5.686  3.824  4.595  0.0798
H  -4.002  4.086  4.055  0.1140
H  -4.322  2.952  5.396  0.0803
H  -3.593  0.913  4.241  0.0560
H  -2.651  1.828  3.107  0.1012
H  -3.933  0.682  2.488  0.0721
C  -7.212  -2.520  -0.961  -0.0046
C  -6.289  -1.417  -1.567  -0.4503
O  -6.290  -1.175  -2.747  0.0373
C  -5.210  -0.835  -0.641  -0.0050
H  -8.016  -2.643  -1.665  0.0699
H  -7.560  -2.286  0.035  0.0690
H  -6.654  -3.441  -0.848  0.0737
H  -4.401  -1.527  -0.608  0.0574
H  -5.675  -0.785  0.353  0.0761
H  -5.027  0.211  -0.842  0.0760
C  2.083  4.828  -2.096  -0.0169
C  1.035  3.977  -1.379  -0.4494
O  -0.111  4.285  -1.139  0.0608
C  1.566  2.592  -1.010  -0.0151
H  2.012  5.898  -1.822  0.0871
H  1.877  4.814  -3.220  0.1064
H  3.073  4.419  -1.878  0.0588
H  1.733  2.099  -1.967  0.0803
H  0.812  2.032  -0.470  0.0626
H  2.512  2.525  -0.462  0.0723
C  -0.139  0.027  8.221  0.0063
C  -0.680  0.655  6.775  -0.4056
O  -0.804  -0.043  5.798  0.0467
C  -1.111  2.109  6.871  -0.0165
H  0.884  -0.207  8.030  0.0522
H  -0.671  -0.873  8.517  0.0638
H  -0.212  0.836  8.964  0.0624
H  -1.265  2.387  5.889  0.0373
H  -0.455  2.759  7.400  0.0778
H  -2.136  2.085  7.275  0.1002
C  -3.252  -2.536  -3.225  -0.0261
C  -3.477  -3.914  -2.641  -0.4639
O  -3.859  -4.182  -1.514  0.0485
C  -3.274  -5.059  -3.654  -0.0280
H  -4.188  -2.068  -3.602  0.0787
H  -2.441  -2.587  -4.010  0.0936
H  -2.839  -1.889  -2.451  0.0479
H  -2.323  -4.930  -4.178  0.0663
H  -4.184  -5.162  -4.280  0.0975
H  -3.143  -6.008  -3.142  0.0653
C  -3.675  0.490  -5.653  -0.0341
C  -4.496  1.817  -5.616  -0.4692
O  -4.616  2.540  -6.594  0.0479
C  -5.262  1.991  -4.317  -0.0237
H  -2.857  0.437  -4.901  0.0755
H  -3.128  0.241  -6.615  0.0939
H  -4.355  -0.306  -5.351  0.0559
H  -4.630  2.078  -3.456  0.0618
H  -5.790  1.007  -4.217  0.0809
H  -5.953  2.878  -4.394  0.1014
O  2.242  -3.667  -2.827  0.0663
C  2.728  -4.000  -3.906  -0.4886
O  4.001  -3.562  -4.224  -0.0215
C  4.630  -2.811  -3.177  -0.2629
C  6.098  -2.701  -3.392  -0.0711
C  2.218  -4.919  -4.957  0.0149
H  4.437  -3.194  -2.157  0.1283
H  4.119  -1.872  -3.084  0.0909
H  6.423  -1.849  -2.869  0.0331
H  6.336  -2.570  -4.491  0.1014
H  6.765  -3.517  -2.976  0.0980
H  1.108  -4.802  -4.964  0.0936
H  2.560  -5.945  -4.701  0.1076
H  2.569  -4.671  -5.983  0.0975
O  5.315  0.179  -1.810  0.0818
C  4.718  0.560  -0.817  -0.5365
O  4.878  1.703  -0.161  -0.0244
C  5.902  2.600  -0.656  -0.2073
C  5.732  3.805  0.205  -0.0695
C  3.706  -0.245  -0.114  0.0370
H  5.636  2.845  -1.700  0.1273
H  6.855  2.101  -0.698  0.1238
H  4.718  4.162  0.190  0.0612
H  6.388  4.641  -0.151  0.0960
H  6.033  3.590  1.269  0.0964
H  2.774  0.357  -0.026  0.0787
H  4.132  -0.409  0.843  0.0808
H  3.493  -1.199  -0.558  0.0812
O  1.710  2.338  4.711  0.0725
C  2.466  2.286  3.764  -0.5417
O  2.263  3.009  2.653  -0.0211
C  0.938  3.565  2.448  -0.1957
C  0.935  5.048  2.769  -0.0401
C  3.695  1.400  3.821  0.0378
H  0.249  3.088  3.147  0.1055
H  0.751  3.360  1.358  0.1056
H  0.398  5.583  1.993  0.0725
H  1.931  5.384  2.961  0.0764
H  0.373  5.239  3.638  0.0584
H  4.603  1.790  3.484  0.0538
H  3.536  0.447  3.290  0.0757
H  3.871  1.220  4.888  0.0937
O  -1.713  -0.717  -0.832  0.0773
C  -0.498  -0.715  -0.866  -0.5693
O  0.270  -0.350  0.161  -0.0537
C  -0.409  0.084  1.432  -0.1425
C  0.645  -0.042  2.530  -0.0501
C  0.335  -0.976  -2.055  0.0228
H  -1.316  -0.575  1.665  0.1465
H  -0.630  1.161  1.297  0.1083
H  0.497  0.561  3.456  0.0750
H  1.589  0.279  2.007  0.0712
H  0.777  -1.139  2.789  0.0751
H  0.359  -0.074  -2.711  0.1017
H  -0.077  -1.815  -2.576  0.0693
H  1.357  -1.104  -1.733  0.0674
O  -0.484  -4.093  3.019  0.1074
C  -0.118  -3.788  4.119  -0.5038
O  1.187  -3.948  4.537  -0.0446
C  2.302  -4.205  3.600  -0.1712
C  2.536  -3.090  2.634  -0.0800
C  -0.959  -3.274  5.272  0.0267
H  2.122  -5.178  3.136  0.1172
H  3.171  -4.247  4.288  0.1258
H  2.651  -2.138  3.074  0.0490
H  1.678  -3.035  1.978  0.0348
H  3.451  -3.276  2.103  0.0862
H  -2.056  -3.405  5.237  0.1007
H  -0.664  -2.238  5.352  0.0499
H  -0.609  -3.791  6.144  0.0756

Properties
- strongest force on any atom (eV/A) = 3.215
- 2S+1 = 1
- DFT total energy (Eh) = -3276.74120
- Kohn-Sham gap (eV) = 9.3969

=====

A molecular structure, C47H97FIN2O15P2 in a non-equilibrium geometry. Source: the OMol25 dataset; level of theory: ωB97M-V/def2-TZVPD.

Last column: Löwdin charge in e.
Geometry (Å):
C  0.534  5.927  1.154  -0.0979
C  -0.244  4.784  0.493  -0.2522
C  -0.976  3.952  1.577  -0.1599
C  -2.255  3.284  0.988  -0.0637
C  -2.436  1.754  1.193  -0.3897
N  -3.871  1.507  1.095  0.0922
C  -2.065  1.310  2.592  -0.2072
F  -2.910  1.732  3.590  0.0275
C  -1.947  -0.291  2.415  -0.4191
O  -0.746  -0.590  3.108  -0.1461
C  -0.882  -0.876  4.507  -0.2133
C  0.522  -0.893  5.103  -0.1979
C  1.514  -1.725  4.290  -0.0833
P  -3.497  -0.989  3.238  0.7229
O  -3.434  -2.465  3.306  -0.4504
C  -1.873  -0.554  0.857  -0.5836
I  -3.601  -1.578  0.032  1.2629
C  -0.726  -1.576  0.739  -0.2068
P  -0.524  -2.449  -0.853  0.3720
O  -0.893  -1.683  -2.057  -0.3019
O  -1.193  -3.877  -0.823  -0.1239
O  1.043  -2.768  -0.907  -0.1194
N  -1.638  0.841  0.302  -0.1283
C  -2.015  1.093  -1.102  -0.0209
O  -0.312  1.148  0.692  -0.0583
C  0.603  1.248  -0.409  -0.1203
C  2.043  1.344  0.156  -0.2923
C  2.072  1.501  1.685  -0.0363
C  2.861  0.082  -0.209  -0.1212
C  3.552  0.128  -1.596  -0.3818
C  2.913  1.087  -2.605  -0.0812
C  5.065  0.426  -1.528  -0.0578
H  -0.119  6.575  1.730  0.0754
H  1.098  6.483  0.411  0.0702
H  1.273  5.493  1.827  0.0752
H  0.484  4.151  -0.008  0.0903
H  -0.938  5.199  -0.235  0.0979
H  -1.277  4.674  2.327  0.1142
H  -0.245  3.242  1.935  0.0758
H  -2.343  3.600  -0.048  0.1117
H  -3.090  3.736  1.505  0.1230
H  -4.343  1.983  1.854  0.1052
H  -4.240  1.926  0.246  0.1039
H  -1.089  1.602  2.945  0.1552
H  -1.434  -0.107  5.043  0.1176
H  -1.298  -1.864  4.686  0.1152
H  0.400  -1.395  6.063  0.1099
H  0.877  0.105  5.342  0.1133
H  2.224  -2.170  4.983  0.0730
H  1.045  -2.553  3.766  0.0760
H  2.115  -1.120  3.621  0.0559
H  -4.640  -0.502  2.588  -0.0012
H  -3.587  -0.499  4.556  0.0400
H  -0.933  -2.337  1.490  0.1170
H  0.256  -1.197  0.997  0.0943
H  -1.780  -3.920  -1.602  0.0941
H  1.362  -2.321  -1.711  0.0866
H  -1.735  2.087  -1.418  0.0790
H  -3.074  0.947  -1.270  0.0602
H  -1.523  0.407  -1.784  0.0741
H  0.435  2.135  -1.007  0.0969
H  0.569  0.370  -1.046  0.1040
H  2.516  2.229  -0.256  0.1294
H  1.599  0.654  2.175  0.0657
H  1.689  2.454  2.042  0.0713
H  3.116  1.468  1.988  0.0886
H  2.171  -0.760  -0.195  0.0852
H  3.617  -0.020  0.560  0.1053
H  3.448  -0.865  -2.032  0.1184
H  1.858  0.838  -2.720  0.0665
H  3.372  0.963  -3.583  0.0921
H  3.025  2.133  -2.329  0.0796
H  5.255  1.446  -1.849  0.0725
H  5.555  -0.194  -2.272  0.0723
H  5.513  0.237  -0.558  0.0753
C  -3.873  -3.065  6.297  -0.0105
C  -3.511  -2.403  7.599  -0.4852
O  -2.990  -1.305  7.616  0.0351
C  -3.814  -3.153  8.867  -0.0028
H  -3.588  -2.404  5.482  0.0088
H  -3.337  -4.010  6.194  0.0842
H  -4.948  -3.251  6.251  0.0993
H  -3.270  -4.100  8.868  0.0712
H  -4.886  -3.344  8.940  0.0934
H  -3.502  -2.564  9.728  0.0833
C  -2.899  0.814  -4.483  -0.0014
C  -4.262  1.403  -4.223  -0.4827
O  -4.903  1.103  -3.237  0.0448
C  -4.795  2.375  -5.241  -0.0129
H  -2.636  0.126  -3.679  0.0644
H  -2.908  0.266  -5.427  0.0739
H  -2.151  1.610  -4.529  0.0773
H  -4.879  1.882  -6.211  0.0654
H  -4.128  3.235  -5.321  0.0862
H  -5.780  2.719  -4.931  0.0844
C  9.493  1.090  -2.446  -0.0215
C  8.553  0.734  -3.572  -0.5005
O  7.480  1.286  -3.692  0.0399
C  9.013  -0.330  -4.530  -0.0257
H  9.044  1.867  -1.831  0.0783
H  9.682  0.212  -1.826  0.0850
H  10.437  1.459  -2.850  0.0862
H  9.184  -1.267  -3.996  0.0918
H  9.942  -0.025  -5.025  0.0531
H  8.247  -0.489  -5.287  0.0839
C  -0.823  -6.209  5.861  -0.0221
C  -1.079  -6.026  7.337  -0.5061
O  -2.178  -6.203  7.813  0.0587
C  0.093  -5.612  8.192  -0.0184
H  -1.745  -6.505  5.366  0.0833
H  -0.471  -5.273  5.423  0.0760
H  -0.073  -6.987  5.705  0.0869
H  0.482  -4.650  7.853  0.0805
H  0.881  -6.364  8.136  0.0873
H  -0.230  -5.516  9.227  0.0843
C  -5.551  -3.263  -2.448  -0.0623
C  -5.259  -4.547  -3.188  -0.5010
O  -4.205  -4.711  -3.758  0.0680
C  -6.331  -5.606  -3.180  -0.0187
H  -4.694  -2.598  -2.542  0.0266
H  -6.427  -2.768  -2.868  0.0930
H  -5.724  -3.481  -1.390  0.0642
H  -7.242  -5.221  -3.639  0.0884
H  -6.544  -5.915  -2.155  0.0877
H  -5.989  -6.470  -3.744  0.0842
C  13.537  -0.914  -7.402  -0.0193
C  12.117  -0.455  -7.192  -0.4857
O  11.514  -0.708  -6.172  0.0492
C  11.478  0.333  -8.309  -0.0168
H  13.872  -1.467  -6.526  0.0827
H  13.594  -1.566  -8.275  0.0878
H  14.190  -0.053  -7.548  0.0878
H  11.449  -0.267  -9.219  0.0878
H  12.045  1.246  -8.493  0.0877
H  10.461  0.599  -8.029  0.0802
C  -0.029  5.420  -3.653  -0.0060
C  0.031  3.916  -3.635  -0.4737
O  -0.577  3.268  -2.806  0.0279
C  0.878  3.247  -4.684  -0.0120
H  -0.671  5.769  -2.847  0.0769
H  0.970  5.835  -3.515  0.0943
H  -0.437  5.765  -4.604  0.0925
H  1.915  3.570  -4.589  0.0934
H  0.507  3.501  -5.679  0.0920
H  0.832  2.167  -4.556  0.0744
C  -1.768  0.098  -8.944  -0.0174
C  -3.127  0.701  -8.692  -0.4894
O  -3.768  0.422  -7.702  0.0476
C  -3.653  1.665  -9.725  -0.0168
H  -1.512  -0.574  -8.128  0.0816
H  -1.777  -0.466  -9.877  0.0896
H  -1.015  0.886  -9.004  0.0857
H  -3.741  1.165  -10.691  0.0897
H  -2.980  2.518  -9.817  0.0873
H  -4.636  2.021  -9.422  0.0826
C  -6.245  1.340  11.190  -0.0267
C  -4.937  0.649  10.881  -0.5041
O  -4.337  0.030  11.728  0.0686
C  -4.413  0.762  9.470  -0.0322
H  -6.503  1.177  12.234  0.0810
H  -6.152  2.412  11.011  0.0831
H  -7.040  0.934  10.561  0.0829
H  -4.243  1.811  9.218  0.0857
H  -5.129  0.329  8.770  0.0837
H  -3.475  0.223  9.388  0.0605

Properties
- strongest force on any atom (eV/A) = 3.651
- 2S+1 = 1
- total charge = +1
- DFT total energy (Eh) = -4167.17270
- Kohn-Sham gap (eV) = 8.0956